1.
The following is a quantum chemistry calculation of a cluster of 8 separate species, C26H74N6O8 in total, from the Open Molecules 2025 dataset.

Last column: Mulliken charge in e.
Positions of all 114 atoms, in Å:
1 H 0.0941 1.8080 2.3182  0.570
2 H -4.2872 -1.2417 -4.1892  0.318
3 C 0.4099 -5.1654 3.4460  -0.849
4 C 5.4598 -1.3281 -0.9648  -0.715
5 O 2.1772 4.2705 -1.0465  -0.551
6 O 4.4064 -1.3902 0.0791  -0.333
7 C -3.1325 3.6109 -2.9390  -1.150
8 H -1.4808 -4.7235 -4.7633  0.284
9 H 1.3890 -7.3796 2.9325  0.215
10 H -0.5558 3.6229 -4.2287  0.475
11 C -0.5566 -1.2791 -0.5827  -0.742
12 N 7.7290 -1.6806 -1.5908  -0.664
13 H -3.1257 -0.7564 -3.0736  0.470
14 H 8.5915 -1.3557 0.8120  0.244
15 C 3.1618 4.5858 -0.0847  -0.603
16 H -2.8438 -4.0262 -1.5466  0.375
17 C 0.3842 -2.8298 3.2732  -0.612
18 H -1.3473 0.8685 0.6218  0.283
19 H -0.6375 3.3810 -0.8083  0.167
20 H -5.4693 4.9479 -2.9947  0.301
21 H 2.7976 -6.1758 4.1161  0.219
22 H 0.6226 -3.3564 -4.7520  0.416
23 C 2.1643 -6.1980 5.0670  -1.148
24 C -3.9096 -5.3782 -3.3293  -1.264
25 H -0.2025 -7.7888 3.1455  0.256
26 C 0.5976 5.4278 4.2530  -1.938
27 N -2.4504 -4.7635 -1.5703  -0.873
28 H -0.7145 -5.1196 2.9844  0.239
29 H -1.1510 1.1991 -1.4469  -0.394
30 H 7.8554 -0.6478 -1.8240  0.243
31 C -4.1188 3.8103 -1.8445  0.647
32 H 0.1482 5.9349 4.9668  0.597
33 N 0.2604 7.2686 2.7824  -0.833
34 C 0.3976 2.0219 0.1920  0.893
35 H -3.3932 2.8868 -3.6931  0.465
36 H -3.2607 3.8873 3.7503  0.496
37 H -1.8213 5.9010 3.7723  0.480
38 H 0.1772 -1.7658 -4.0452  0.238
39 H -4.2126 -6.0994 -4.2686  0.297
40 N 0.7204 -7.4218 3.6157  -0.686
41 H -6.0221 4.3737 -1.7414  0.304
42 H 4.1661 4.0835 -0.2906  0.207
43 H -4.9195 3.0806 -0.1573  0.276
44 H -0.5314 -2.8147 2.4997  0.156
45 H 0.1329 -2.0359 -0.9018  0.276
46 C -1.6485 -4.1929 -3.7691  -0.609
47 H -2.3301 -3.5134 -3.7978  0.268
48 H -4.6063 -4.5187 -3.4973  0.213
49 H -4.5652 1.6000 -1.2299  0.009
50 H 1.1118 -5.0884 2.8936  0.655
51 H 7.0552 -0.2604 0.9102  0.438
52 H -3.1210 2.5093 -0.5479  -0.144
53 H 2.2821 -0.8141 0.0215  -0.095
54 H 6.9861 -1.5064 1.7915  0.359
55 O -4.4978 -2.1150 -2.3678  -0.424
56 C 3.1900 -1.0243 -0.4947  -0.053
57 H -1.2300 -1.2164 -1.3526  0.337
58 H 1.9888 -5.2515 5.5234  0.333
59 H -1.9687 -6.1932 -3.0351  0.324
60 H 0.6823 5.2103 2.1298  -0.413
61 C 6.8125 -1.8098 -0.4558  0.368
62 O -0.5123 -3.7459 -3.1045  -0.286
63 H -3.9223 4.7305 -1.3448  0.164
64 H 1.2479 2.0993 -0.4047  0.544
65 C 0.0488 5.7858 2.8656  1.802
66 H -1.4172 -4.5117 -1.5485  0.340
67 H 8.6805 -1.8482 -1.5131  0.254
68 H 0.1401 -1.8946 3.9611  0.234
69 H -4.3507 -5.9566 -2.3642  0.291
70 O -1.5918 4.1032 2.7700  -0.139
71 H -0.0233 -6.4742 5.1455  0.424
72 H -2.7304 2.6171 2.9503  0.391
73 H 5.4064 -0.3940 -1.3734  0.474
74 C -4.1178 2.6850 -0.9192  -0.354
75 H -0.1771 7.4369 2.0507  0.215
76 C 0.9137 1.8088 1.6957  -2.511
77 H -0.9312 3.4104 0.7793  -0.105
78 N -5.4653 3.9547 -2.3873  -0.837
79 H -2.8879 4.4112 -3.6044  0.450
80 O 0.1065 -0.0667 -0.5975  0.081
81 C -0.7339 3.0148 -3.3800  -0.826
82 H 1.3205 4.2130 -0.6744  0.439
83 C -2.4764 -5.2220 -2.9041  0.546
84 H -5.4028 -2.0871 -2.1605  0.280
85 N -0.1674 3.3281 0.1069  -0.180
86 H -0.0827 2.2845 -2.8950  0.211
87 H -4.6213 -0.1862 -3.1399  0.462
88 H 3.3383 0.0846 -0.7136  0.243
89 C -1.4434 5.5449 2.8656  -0.838
90 C -2.8884 3.5491 2.8711  -1.009
91 H 1.4063 2.5713 1.9840  0.811
92 H 1.5229 5.9258 4.2860  0.501
93 H 5.1656 -2.1894 -1.7767  0.182
94 H 3.5410 5.6705 -0.1674  0.273
95 H 1.2391 -2.9937 -3.2260  0.189
96 H -1.1571 1.9755 -4.0475  0.166
97 H -3.6133 3.6659 1.9145  0.132
98 C 0.7691 -6.2901 4.4401  0.148
99 H 2.3489 -7.0898 5.6255  0.360
100 H -0.2956 7.6208 3.2758  0.088
101 H 1.6106 0.8277 1.9804  0.015
102 H 6.6282 -2.8498 -0.3333  0.248
103 H 2.9081 4.2827 0.8550  0.214
104 C -4.0469 -1.0443 -3.0968  -1.136
105 C -0.6340 1.0638 -0.2306  0.130
106 H -0.9085 -1.6868 0.4362  0.027
107 H 2.7705 -1.5098 -1.4444  0.122
108 H 1.1123 -2.6282 2.5624  0.386
109 O -1.8561 3.4674 -2.4747  -0.364
110 H -2.0498 5.9959 1.9043  0.239
111 H 0.3422 4.3807 4.6173  0.301
112 C 0.3385 -2.8615 -3.8278  -0.747
113 O 0.3978 -3.9105 4.1752  -0.334
114 C 7.3607 -1.1328 0.8635  -1.331

Calculated values
HOMO-LUMO gap ... 9.11 eV
Energy relative to the best compared isomer or geometry (same formula, charge and spin) ... 21.344 eV
SMILES ... COC[C@H](C)N.COC[C@H](C)N.COC[C@H](C)N.COC[C@H](C)N.COC[C@H](C)N.COC[C@H](C)N.CO.CO
Molar mass ... 598.91 g mol⁻¹

2.
The following is a quantum chemistry calculation of a cluster of 2 separate species, C7H12O4S in total, from the Open Molecules 2025 dataset.

Last column: natural (NBO) charge in e.
Positions of all 24 atoms, in Å:
1 H -1.7979 -2.0112 -3.5408  0.234
2 H 3.0603 -1.3928 1.7490  0.224
3 H -1.7442 -0.3696 -2.8335  0.300
4 H -3.1856 0.9726 1.6624  0.211
5 H 2.6896 -0.9251 -1.5046  0.505
6 H 1.7377 -1.0482 2.9295  0.227
7 C 2.6409 -0.5824 2.3542  -0.665
8 O 1.2464 0.6083 0.8606  -0.445
9 O -3.2509 0.7025 -1.4093  -0.680
10 C 0.3414 -0.6416 -0.8540  -0.045
11 H -4.3510 1.5335 0.6019  0.210
12 C -1.1530 -1.2125 -3.1721  -0.742
13 O -1.5724 0.2423 -0.1165  -0.761
14 S -0.2051 -1.9160 -1.7862  0.491
15 H -0.4747 -1.0869 -3.9164  0.216
16 H 3.2050 1.2252 1.3650  0.197
17 H 3.4696 -0.5755 3.0740  0.229
18 C 2.3614 0.7555 1.7601  -0.073
19 C 1.3406 -0.1202 -0.2135  0.539
20 C -2.7149 0.7583 -0.3738  0.788
21 H 2.0406 1.4817 2.5609  0.210
22 O 2.6284 -0.2273 -0.8291  -0.687
23 H -2.9519 2.3724 0.8538  0.214
24 C -3.3601 1.4570 0.7782  -0.696

Calculated values
HOMO-LUMO gap (spin up / spin down) ... 7.36 / 7.35 eV
Energy relative to the best compared isomer or geometry (same formula, charge and spin) ... 3.616 eV
Molar mass ... 192.24 g mol⁻¹

3.
The following is a quantum chemistry calculation of an isolated molecule of C22H25N3O3, from the Open Molecules 2025 dataset.

Last column: natural (NBO) charge in e.
Positions of all 53 atoms, in Å:
1 H -0.7745 4.3404 -2.3118  0.251
2 H -1.5601 -0.5940 3.4664  0.214
3 C 1.5044 7.1878 -1.0168  -0.407
4 N 0.7594 4.8647 -1.0359  -0.443
5 H -1.1570 -2.6675 2.3705  0.207
6 H 1.3282 1.7796 0.2465  0.211
7 H 1.0028 -0.6373 0.0586  0.226
8 H 0.8373 7.4304 -0.1872  0.200
9 H 2.6038 5.4769 -1.7357  0.193
10 H -1.2297 1.8465 3.6710  0.222
11 H 0.9181 5.1020 1.7511  0.216
12 C 0.8907 4.1061 1.2987  -0.165
13 C -0.2198 -7.5105 1.5170  -0.156
14 H -2.3478 -6.2453 -2.2347  0.222
15 C 1.9195 5.7172 -0.9124  -0.211
16 H 0.2921 -9.5757 1.7271  0.216
17 H 1.4762 7.2575 -3.1673  0.194
18 H 0.7612 4.7676 -3.1113  0.186
19 O 0.2003 3.3119 2.2250  -0.478
20 O -1.4202 -4.8942 2.2592  -0.597
21 H 1.9186 3.7431 1.1578  0.192
22 H -1.1358 6.6949 -1.6862  0.206
23 H -0.8254 -5.3683 -2.2179  0.216
24 C -0.9241 -0.0722 2.7662  -0.188
25 C -0.7995 -5.1317 1.2443  0.645
26 C 0.5185 -0.0880 0.8504  -0.163
27 C -0.5024 -2.2145 1.6299  0.039
28 C 0.7032 1.2736 0.9665  -0.299
29 C -1.0415 -6.8141 -0.6464  0.092
30 H 2.3889 7.8217 -0.9418  0.212
31 C 0.0679 1.9781 1.9868  0.335
32 H -1.1761 -8.3750 -2.0960  0.209
33 H 0.4408 8.4632 -2.3976  0.213
34 C -0.8947 -8.1260 -1.0826  -0.242
35 H -0.8881 6.5919 -3.4334  0.214
36 H -2.0817 -4.9715 -1.0409  0.227
37 H 2.4390 5.5349 0.0261  0.210
38 C -0.4061 -9.1126 -0.2459  -0.191
39 C -0.6796 -6.5093 0.6676  -0.183
40 C 0.1501 4.1707 -0.0485  0.655
41 H 0.4267 -4.5386 -0.2772  0.394
42 C -0.4026 6.4743 -2.4642  -0.407
43 C -0.0733 -8.8070 1.0631  -0.222
44 C -0.7452 1.2860 2.8872  -0.251
45 C -0.2943 -0.7867 1.7434  -0.059
46 N -0.0957 -4.2062 0.5231  -0.434
47 N 0.0671 -2.8701 0.6943  -0.266
48 C 0.7826 7.4287 -2.3404  -0.399
49 H 0.0222 -7.2533 2.5375  0.225
50 H -0.2986 -10.1231 -0.6116  0.214
51 C -1.6078 -5.7859 -1.5825  -0.658
52 O -0.9078 3.5984 -0.2059  -0.611
53 C 0.0700 5.0306 -2.3031  -0.226

Calculated values
HOMO-LUMO gap ... 8.47 eV
Energy relative to the best compared isomer or geometry (same formula, charge and spin) ... 3.093 eV
SMILES ... Cc1ccccc1C(=O)N/N=C/c1ccc(OCC(=O)N2CCCCC2)cc1
Molar mass ... 379.46 g mol⁻¹